Density functional theory data (ωB97M-V/def2-TZVPD) for the ion C2H6N5 with charge +1.

XYZ file:
```
13
Properties=species:S:1:pos:R:3:forces:R:3
N -1.996 1.354 -0.486 0.0 -1.2 0.2
H -1.724 -0.566 1.543 0.4 -0.3 0.1
C 0.982 -0.280 -0.023 0.3 1.9 -2.3
N 2.251 -0.490 -0.419 0.3 -1.2 0.8
N -0.945 -0.334 0.938 -1.1 0.0 0.4
N 0.221 0.618 -0.696 -0.3 -1.0 2.3
N 0.306 -0.854 0.963 0.7 -1.0 0.4
C -0.958 0.548 -0.041 0.7 1.9 -2.5
H -1.570 1.967 -1.180 -0.2 0.1 0.2
H 2.553 -1.430 -0.634 0.3 0.3 0.3
H -2.646 0.746 -0.992 -0.4 0.5 0.3
H 2.876 0.287 -0.570 -0.3 -0.1 -0.3
H 0.652 -1.565 1.596 -0.4 0.1 0.1
```
Forces are in eV/Å.

The net charge is +1. The orbital gap is 0.415 hartree. The calculation puts the lowest unoccupied orbital energy at -3.255 eV. The calculation puts the HOMO energy at -14.55 eV. As for the SMILES: Nc1nc(N)[nH+][nH]1.

***

Density functional theory data (ωB97M-V/def2-TZVPD) for the ion C2H6N5S with charge +1.

XYZ file:
```
14
Properties=species:S:1:pos:R:3:forces:R:3
N -2.205 1.910 -0.074 0.2 0.4 0.1
H -0.168 -2.109 1.560 0.5 -0.6 -0.9
H 2.501 0.642 -0.319 0.4 -0.2 -0.6
N 1.598 0.603 0.129 -0.3 -4.2 -0.4
N -0.369 -0.808 0.022 0.0 -0.8 -0.3
C 0.499 -0.050 -0.763 0.3 0.1 -0.2
H 1.250 1.511 0.168 -0.6 2.3 1.1
S -2.020 -0.915 -0.453 0.7 0.8 0.1
N -0.007 -1.140 1.314 -0.3 0.4 2.2
C -2.155 0.771 -0.207 -1.1 -0.3 -0.2
H 1.652 -0.032 1.000 -0.4 1.5 -0.8
H -0.412 0.054 -2.466 0.7 -0.3 0.2
N 0.455 0.287 -1.962 -0.2 0.3 0.8
H -0.620 -0.725 2.051 0.5 0.6 -1.0
```
Forces are in eV/Å.

The net charge is +1. The orbital gap is 0.382 hartree. The calculation puts the lowest unoccupied orbital energy at -4.066 eV. The calculation puts the HOMO energy at -14.45 eV. As for the SMILES: [H]/N=C(/[NH3+])N(N)SC#N.

***

Density functional theory data (ωB97M-V/def2-TZVPD) for the ion C2H6NO with charge -1.

XYZ file:
```
10
Properties=species:S:1:pos:R:3:forces:R:3
H 0.351 -0.791 -1.407 0.1 0.2 -0.2
H 1.321 0.932 -0.344 0.0 -0.1 -0.2
C 0.573 0.972 0.449 0.2 0.3 0.2
H 1.027 0.505 1.335 -0.1 -0.1 0.0
O -0.057 -1.926 0.268 0.1 0.3 -0.3
H 0.423 2.039 0.651 0.0 0.0 0.2
N -0.659 0.365 -0.004 -0.2 0.1 -0.3
C -0.410 -0.979 -0.617 0.1 -0.9 0.8
H -1.211 0.114 0.812 0.0 0.1 0.0
H -1.357 -1.231 -1.143 -0.2 0.1 -0.2
```
Forces are in eV/Å.

The net charge is -1. The orbital gap is 0.253 hartree. The calculation puts the lowest unoccupied orbital energy at 4.725 eV. The calculation puts the HOMO energy at -2.15 eV. As for the SMILES: CNC[O-].

***

Density functional theory data (ωB97M-V/def2-TZVPD) for an isolated molecule of C2H6NO.

XYZ file:
```
10
Properties=species:S:1:pos:R:3:forces:R:3
H 0.779 -0.295 1.452 0.1 -0.6 0.0
N -0.158 0.914 0.032 0.9 -1.6 0.7
H -1.652 -0.391 -0.783 0.0 -0.8 -1.4
H -1.886 0.006 0.802 0.0 0.1 0.6
C 0.929 -0.157 0.364 -3.7 2.2 0.4
C -1.535 0.431 -0.131 0.9 -0.3 1.5
H -2.207 1.227 -0.358 -0.3 0.6 -0.4
H 1.837 0.364 0.311 1.8 0.8 -0.2
H 0.118 1.403 -0.790 0.3 0.3 -0.7
O 0.969 -1.294 -0.282 -0.1 -0.9 -0.4
```
Forces are in eV/Å.

The net charge is 0. The spin multiplicity is 2. The orbital gap (alpha / beta) is 0.380 / 0.273 hartree. The calculation puts the lowest unoccupied orbital energy (alpha / beta) at 1.090 / -1.766 eV. The calculation puts the HOMO energy (alpha / beta) at -9.25 / -9.20 eV.

***

Density functional theory data (ωB97M-V/def2-TZVPD) for a cluster of 2 separate species, C2H6NO in total.

XYZ file:
```
10
Properties=species:S:1:pos:R:3:forces:R:3
H 0.286 -0.968 -2.191 0.1 -0.1 -0.1
O 0.628 0.656 -1.055 0.2 -0.2 0.1
H -1.970 0.476 1.219 -0.3 0.0 0.1
C 0.792 -0.003 -2.059 -0.1 0.2 0.0
H 0.199 0.025 0.344 -0.6 0.2 0.4
N -0.147 -0.357 1.284 0.6 -0.4 -0.1
H 0.509 -0.958 1.775 -0.1 0.0 0.1
H 1.442 0.370 -2.856 0.0 0.0 -0.1
H -1.584 -0.664 2.688 -0.1 0.1 0.1
C -1.305 -0.178 1.766 0.3 0.2 -0.4
```
Forces are in eV/Å.

The net charge is +1. The orbital gap is 0.373 hartree. The calculation puts the lowest unoccupied orbital energy at -5.116 eV. The calculation puts the HOMO energy at -15.27 eV.

***

Density functional theory data (ωB97M-V/def2-TZVPD) for a structure of composition C2H6NO2.

XYZ file:
```
11
Properties=species:S:1:pos:R:3:forces:R:3
H -1.769 -0.787 -0.842 -0.1 0.1 -0.1
O 1.589 0.555 0.990 0.6 -0.6 0.2
C 0.658 1.333 0.739 -1.2 0.3 -0.9
H 1.017 -1.221 -0.224 0.2 0.1 -0.1
C -0.862 -0.498 -0.287 -0.2 -0.3 0.1
H -0.195 1.435 1.434 0.1 0.1 0.4
H -1.116 -0.669 0.775 0.1 0.2 0.2
N 0.135 -1.528 -0.606 -0.3 -0.4 0.3
H 0.854 2.254 0.160 0.0 0.2 0.1
O -0.513 0.794 -0.537 0.5 0.1 0.0
H 0.204 -1.668 -1.600 0.2 0.3 -0.2
```
Forces are in eV/Å.

The net charge is -1. The orbital gap is 0.304 hartree. The calculation puts the lowest unoccupied orbital energy at 4.755 eV. The calculation puts the HOMO energy at -3.52 eV.